Record 1
Formula: C2H6O2
Source: the OMol25 dataset
Level of theory: wB97M-V/def2-TZVPD

Properties
* energy relative to the best compared isomer or geometry (same formula, charge and spin): 163.8 kcal per mole
* HOMO level (alpha / beta): -8.265 / -8.275 eV

Geometry (Å):
C  0.90  -0.24  0.06
C  -0.11  0.60  -0.75
O  -1.34  -1.34  -1.09
O  -0.98  -0.01  -1.54
H  1.05  0.26  1.03
H  0.33  -1.14  0.32
H  1.67  -0.20  -0.63
H  0.19  1.52  -1.17
H  -1.30  1.48  0.75
H  -1.26  -1.28  -0.14

=====

Record 2
Formula: C2H6O2
Source: the OMol25 dataset
Level of theory: wB97M-V/def2-TZVPD

Properties
* structure (SMILES): O=O.CC
* energy relative to the best compared isomer or geometry (same formula, charge and spin): 129.5 kcal per mole
* HOMO level: -9.769 eV

Geometry (Å):
O  2.90  1.73  0.99
O  1.89  1.39  0.48
C  -0.22  -0.37  0.48
C  -0.98  -0.48  -0.87
H  0.86  -0.16  0.44
H  -0.55  0.52  1.06
H  -0.30  -1.30  1.08
H  -1.18  0.55  -1.21
H  -1.98  -0.92  -0.77
H  -0.45  -0.97  -1.68

=====

Record 3
Formula: C2H6O2
Source: the OMol25 dataset
Level of theory: wB97M-V/def2-TZVPD

Properties
* energy relative to the best compared isomer or geometry (same formula, charge and spin): 63.6 kcal per mole
* HOMO level: -8.504 eV

Geometry (Å):
C  -0.90  0.23  -0.82
C  0.29  -0.06  0.15
O  1.45  0.54  -0.30
O  0.52  -1.23  0.82
H  -0.70  1.26  -0.82
H  -0.66  -0.23  -1.74
H  -1.94  0.05  -0.39
H  -0.13  0.76  1.55
H  2.25  0.16  0.10
H  -0.17  -1.47  1.45

=====

Record 4
Formula: C2H6O2
Source: the OMol25 dataset
Level of theory: wB97M-V/def2-TZVPD

Properties
* structure (SMILES): OCCO
* energy relative to the best compared isomer or geometry (same formula, charge and spin): 26.3 kcal per mole
* HOMO level: -10.229 eV

Geometry (Å):
O  -0.31  1.51  -0.26
C  0.64  0.44  -0.05
C  0.05  -0.88  0.21
O  -1.14  -0.96  -0.61
H  -0.84  1.61  0.64
H  1.11  0.40  -1.08
H  1.37  0.64  0.78
H  -0.18  -0.97  1.27
H  0.64  -1.80  -0.12
H  -1.34  -0.01  -0.77

=====

Record 5
Formula: C2H6O2S2
Source: the OMol25 dataset
Level of theory: wB97M-V/def2-TZVPD

Properties
* structure (SMILES): O=CO.CSS
* energy relative to the best compared isomer or geometry (same formula, charge and spin): 15.3 kcal per mole
* HOMO level: -8.795 eV

Geometry (Å):
O  -1.48  -2.69  2.34
C  -2.08  -2.76  1.32
O  -1.89  -1.93  0.24
H  -2.87  -3.50  1.11
H  -0.96  -1.98  0.00
C  1.02  2.20  -1.48
S  1.23  0.49  -0.90
S  1.57  0.81  1.15
H  1.06  2.86  -0.61
H  0.04  2.35  -1.93
H  1.79  2.49  -2.19
H  2.58  1.67  0.95

=====

Record 6
Formula: C2H6O2S2
Source: the OMol25 dataset
Level of theory: wB97M-V/def2-TZVPD

Properties
* structure (SMILES): O=CO.CSS
* energy relative to the best compared isomer or geometry (same formula, charge and spin): 19.3 kcal per mole
* HOMO level: -8.982 eV

Geometry (Å):
O  -3.17  -0.82  0.74
C  -2.07  -0.42  0.53
O  -1.50  -0.48  -0.70
H  -1.43  -0.16  1.38
H  -1.46  -1.36  -1.03
C  1.50  1.31  0.38
S  1.58  -0.53  0.60
S  1.59  -1.35  -1.28
H  2.54  1.57  0.24
H  1.21  1.73  1.34
H  0.84  1.58  -0.43
H  0.38  -1.06  -1.77

=====

Record 7
Formula: C2H6O2Si
Source: the OMol25 dataset
Level of theory: wB97M-V/def2-TZVPD

Properties
* energy relative to the best compared isomer or geometry (same formula, charge and spin): 21.9 kcal per mole
* HOMO level: -9.439 eV

Geometry (Å):
C  -1.43  -1.38  -0.15
C  1.18  0.64  0.52
O  -1.64  -0.12  0.40
O  -0.41  -1.23  -1.02
Si  -0.35  0.40  -0.57
H  -1.08  -2.15  0.60
H  -2.44  -1.79  -0.64
H  1.68  1.64  0.41
H  0.90  0.70  1.51
H  1.88  -0.07  0.22
H  -1.11  1.15  -1.57

=====

Record 8
Formula: C2H6O2Yb
Source: the OMol25 dataset
Level of theory: wB97M-V/def2-TZVPD

Properties
* energy relative to the best compared isomer or geometry (same formula, charge and spin): 26.4 kcal per mole
* HOMO level (alpha / beta): -7.574 / -7.575 eV

Geometry (Å):
O  0.80  0.53  -2.93
O  0.36  -0.83  -0.64
H  1.41  0.63  -1.96
Yb  -0.76  -0.84  -2.54
C  0.36  -0.49  0.72
C  -0.74  0.43  1.20
H  1.33  0.02  0.84
H  0.32  -1.44  1.29
H  -0.55  1.47  0.90
H  -1.73  0.10  0.84
H  -0.80  0.43  2.30

=====

Record 9
Formula: C2H6O3
Source: the OMol25 dataset
Level of theory: wB97M-V/def2-TZVPD

Properties
* structure (SMILES): O=CO.CO
* energy relative to the best compared isomer or geometry (same formula, charge and spin): 25.7 kcal per mole
* HOMO level: -10.628 eV

Geometry (Å):
O  -1.34  -0.42  0.51
C  -1.16  -1.28  -0.31
O  -0.10  -1.37  -1.12
H  -1.83  -2.13  -0.48
H  0.30  -0.48  -1.12
C  0.61  1.74  0.72
O  1.46  0.84  0.04
H  -0.41  1.65  0.39
H  0.58  1.54  1.80
H  0.95  2.77  0.60
H  2.38  0.99  0.26

=====

Record 10
Formula: C2H6O3
Source: the OMol25 dataset
Level of theory: wB97M-V/def2-TZVPD

Properties
* structure (SMILES): O=CO.CO
* energy relative to the best compared isomer or geometry (same formula, charge and spin): 61.2 kcal per mole
* HOMO level: -10.557 eV

Geometry (Å):
O  -2.43  -0.57  -2.16
C  -1.59  -0.70  -1.29
O  -1.81  -1.08  0.02
H  -0.58  -0.93  -1.53
H  -1.55  -2.03  -0.09
C  1.64  0.80  1.03
O  0.71  1.57  0.21
H  2.20  1.40  1.73
H  2.40  0.35  0.46
H  1.23  0.01  1.65
H  -0.22  1.19  -0.03

=====

Record 11
Formula: C2H6O3P
Source: the OMol25 dataset
Level of theory: wB97M-V/def2-TZVPD

Properties
* structure (SMILES): C[C@@H](O)[P@H](=O)[O-]
* energy relative to the best compared isomer or geometry (same formula, charge and spin): 25.1 kcal per mole
* net charge: -1
* HOMO level: -4.762 eV

Geometry (Å):
C  -0.93  0.35  -0.22
C  0.23  -0.26  0.55
O  0.31  -1.71  0.63
P  1.95  0.20  -0.22
O  2.59  -1.15  -0.43
O  2.61  1.23  0.58
H  -0.68  0.04  -1.32
H  -1.97  0.02  0.11
H  -0.87  1.43  -0.18
H  0.29  -0.01  1.70
H  1.33  -1.85  0.24
H  1.56  0.51  -1.46

=====

Record 12
Formula: C2H6O4PS
Source: the OMol25 dataset
Level of theory: wB97M-V/def2-TZVPD

Properties
* energy relative to the best compared isomer or geometry (same formula, charge and spin): 88.0 kcal per mole
* net charge: -1
* HOMO level (alpha / beta): -5.315 / -4.467 eV

Geometry (Å):
C  -2.51  0.59  1.43
C  -0.21  -0.69  -1.35
O  2.68  -0.26  -1.21
O  0.67  -1.94  0.85
O  1.67  1.96  -0.48
O  3.07  0.76  1.06
P  0.40  -0.51  0.44
S  2.22  0.67  -0.13
H  -2.37  1.61  1.18
H  -2.78  -0.18  0.81
H  -2.14  0.39  2.34
H  0.82  -1.00  -1.81
H  -0.92  -1.49  -1.18
H  -0.61  0.09  -1.95

=====

What did the third record say?
Formula: C2H6O2
Source: the OMol25 dataset
Level of theory: wB97M-V/def2-TZVPD

Properties
* energy relative to the best compared isomer or geometry (same formula, charge and spin): 63.6 kcal per mole
* HOMO level: -8.504 eV

Geometry (Å):
C  -0.90  0.23  -0.82
C  0.29  -0.06  0.15
O  1.45  0.54  -0.30
O  0.52  -1.23  0.82
H  -0.70  1.26  -0.82
H  -0.66  -0.23  -1.74
H  -1.94  0.05  -0.39
H  -0.13  0.76  1.55
H  2.25  0.16  0.10
H  -0.17  -1.47  1.45